# C4H13N5O3

A cluster of 2 separate species, C4H13N5O3 in total at a distorted geometry (the ωB97M-V functional and the def2-TZVPD basis, OMol25).

Structure (ORCA input):
```
! wB97M-V def2-TZVPD RIJCOSX def2/J DEFGRID3
* xyz 0 1
C -2.0285 -1.6550 0.2121
C -2.5582 -0.2788 0.1826
N -1.9023 0.6797 0.7346
O -2.2718 1.9513 0.2729
N -3.7782 -0.0466 -0.4346
O -4.7307 -1.1248 -0.2966
H -1.8623 -2.0543 -0.7903
H -2.7605 -2.2879 0.7002
H -1.0789 -1.6551 0.7638
H -1.8829 2.5036 0.9854
H -4.2036 0.7532 0.0204
H -5.5405 -0.7288 0.0877
C 0.8820 1.2888 -0.4680
N 2.3103 1.1509 -0.3925
C 2.8624 -0.0716 -0.1398
O 2.2049 -1.1130 -0.2168
N 4.2005 0.0523 0.1912
N 4.9855 -1.0745 0.2598
H 0.6430 2.0456 -1.2446
H 0.4448 1.7375 0.4664
H 0.4052 0.2746 -0.6357
H 2.8236 1.9823 -0.1447
H 4.6157 0.9637 -0.0300
H 5.5750 -1.0442 1.0791
H 5.5462 -1.2318 -0.5653
*
```

For the HOMO energy, the calculation gives -0.30705 Eh. The frontier orbital gap is 9.02 eV. As for the strongest force on any atom: 2.0 eV/A. For the energy relative to the best compared isomer or geometry (same formula, charge and spin), the calculation gives 0.0 kcal/mol. The calculation puts the total energy at -659.5635 hartree. Its SMILES is C/C(=N/O)NO.CNC(=O)NN. Its lowest unoccupied orbital energy is 0.67 eV.